Record 1
Molecular formula: C6H5Br2O2
Method: DFT, the ωB97M-V functional and the def2-TZVPD basis

Geometry as XYZ:
```
15
Properties=species:S:1:pos:R:3
C 0.6762 0.2512 0.7401
C 0.1286 1.3762 0.7456
C 0.3161 -0.7468 -0.2846
C -0.6014 -0.1720 -1.4220
C -1.8928 0.4026 -0.8009
C 1.7227 -0.3133 1.7042
O -0.1998 2.4954 0.7810
O 0.8366 -1.8449 -0.4121
Br -3.0666 -1.1443 -0.1808
Br -2.9239 1.2195 -2.4096
H -0.1022 0.7464 -1.7972
H -0.8854 -0.8773 -2.2243
H 1.2135 -0.8106 2.4712
H 2.4776 0.5195 1.9864
H 2.3010 -1.1016 1.1029
```

## Properties
Highest occupied orbital energy in eV: -3.32
Frontier orbital gap in eV: 6.62
Charge: -1



Record 2
Molecular formula: C4H12
Method: DFT, the ωB97M-V functional and the def2-TZVPD basis

Geometry as XYZ:
```
16
Properties=species:S:1:pos:R:3
C -1.4163 -1.1898 -0.8309
C -2.8233 -1.3987 -1.3813
H -1.3771 -0.8389 0.1916
H -0.8805 -0.4733 -1.4637
H -0.7562 -2.0603 -0.9804
H -3.1296 -2.4048 -1.2577
H -3.4378 -0.7244 -0.6596
H -3.0779 -0.8473 -2.2923
C 1.5070 0.7868 0.8503
C 2.7031 1.6773 1.3591
H 0.6391 0.9873 1.4395
H 1.7390 -0.2427 0.6819
H 1.2280 1.1278 -0.1290
H 3.6140 1.1333 1.0779
H 2.5882 1.8061 2.4332
H 2.8804 2.6615 0.9614
```

## Properties
Highest occupied orbital energy in eV: -11.35
Energy relative to the best compared isomer or geometry (same formula, charge and spin) in kcal per mole: 19.1
Frontier orbital gap in eV: 12.48
SMILES: CC.CC